[1]
The following is a quantum chemistry calculation of a molecular structure, C13H14IIrN3 in a non-equilibrium geometry, from the Open Molecules 2025 dataset.

Geometry as XYZ:
```
32
C13H14IIrN3 the ωB97M-V functional and the def2-TZVPD basis
C -1.159 -1.566 2.532
C -2.989 0.287 0.178
H -1.727 -2.479 2.319
H -1.708 -1.004 3.311
H -0.195 -1.847 2.938
H -3.095 0.393 -0.900
H -3.720 -0.485 0.475
H -3.288 1.221 0.697
C 1.748 -1.039 1.729
C 2.974 -1.631 1.396
C 3.467 -1.513 0.094
C 2.670 -0.851 -0.831
H 1.438 -0.964 2.772
H 3.521 -2.162 2.167
H 4.444 -1.902 -0.195
H 2.971 -0.685 -1.862
N 0.889 -0.615 0.788
C 1.407 -0.370 -0.444
C 0.569 0.478 -1.278
N -0.579 0.874 -0.676
C -1.242 1.914 -1.207
C 0.108 1.847 -3.214
C -0.977 2.359 -2.505
H -2.081 2.316 -0.630
H -1.654 3.097 -2.926
C 0.908 0.909 -2.573
H 1.782 0.468 -3.039
H 0.326 2.169 -4.231
Ir -1.309 -0.359 1.002
I -1.634 -2.326 -0.759
N -0.842 2.221 2.743
C -1.025 1.244 2.128
```

The LUMO energy (spin up / spin down) is -7.74 / -11.42 eV. The charge is +2. The frontier orbital gap (spin up / spin down) comes out at 5.378 / 5.604 eV. Its multiplicity is 6. As for the HOMO energy (spin up / spin down): -0.4820 / -0.6256 Eh.

[2]
The following is a quantum chemistry calculation of a molecular structure, C13H14IMoN3S in a non-equilibrium geometry, from the Open Molecules 2025 dataset.

Geometry as XYZ:
```
33
C13H14IMoN3S the ωB97M-V functional and the def2-TZVPD basis
C -1.829 -2.277 2.286
C -2.777 -1.920 1.129
H -0.995 -2.936 2.012
H -2.442 -2.835 3.004
H -1.465 -1.410 2.845
H -2.381 -1.974 0.087
H -3.516 -2.727 1.102
H -3.345 -0.997 1.288
C 2.300 -0.291 1.430
C 3.623 0.088 1.242
C 4.004 0.710 0.047
C 3.049 0.955 -0.927
H 1.923 -0.826 2.304
H 4.334 -0.117 2.040
H 5.040 0.989 -0.114
H 3.283 1.405 -1.890
N 1.352 -0.010 0.496
C 1.719 0.607 -0.672
C 0.616 0.858 -1.572
N -0.596 0.394 -1.111
C -1.729 0.669 -1.834
C -0.427 1.839 -3.509
C -1.669 1.411 -3.011
H -2.657 0.276 -1.403
H -2.599 1.643 -3.536
C 0.725 1.540 -2.790
H 1.723 1.828 -3.116
H -0.363 2.398 -4.441
Mo -0.646 -0.818 0.650
I 0.331 -3.042 -0.480
S -1.891 2.572 3.743
C -1.518 1.418 2.752
N -1.179 0.582 1.951
```

The LUMO energy (spin up / spin down) is -10.01 / -8.75 eV. The charge is +2. The frontier orbital gap (spin up / spin down) comes out at 5.303 / 7.162 eV. Its multiplicity is 3. As for the HOMO energy (spin up / spin down): -0.5627 / -0.5849 Eh.

[3]
The following is a quantum chemistry calculation of C13H14N4O8S in the gas phase in a non-equilibrium geometry, from the Open Molecules 2025 dataset.

Geometry as XYZ:
```
40
C13H14N4O8S the ωB97M-V functional and the def2-TZVPD basis
N 0.474 -1.584 5.690
C 0.683 -2.061 4.382
S 1.637 -3.419 4.274
C 0.195 -1.255 3.229
N -0.639 -0.188 3.452
C -0.850 0.292 2.198
N -0.344 -0.384 1.185
C -0.291 0.106 -0.214
O 0.480 1.259 -0.438
C 0.419 1.731 -1.787
C 0.631 3.248 -1.681
O 2.014 3.669 -1.530
C 2.914 3.490 -2.597
O 2.813 2.694 -3.582
C -0.923 1.113 -2.316
O -0.717 0.295 -3.518
C -0.716 -1.046 -3.378
O -0.825 -1.840 -4.304
C -1.508 0.487 -1.035
O -2.373 -0.689 -1.102
C -3.521 -0.676 -0.413
O -3.894 0.228 0.290
C 0.405 -1.421 1.870
N 1.293 -2.379 1.339
C 1.306 -3.075 0.173
O 0.407 -3.040 -0.694
H 0.136 -0.620 5.809
H 1.087 -2.009 6.490
H -1.515 1.146 2.116
H 0.134 -0.579 -0.888
H 1.067 1.276 -2.520
H 0.293 3.636 -2.579
H 0.090 3.704 -0.945
H 3.825 4.096 -2.522
H -1.641 1.818 -2.789
H -0.610 -1.600 -2.465
H -2.094 1.297 -0.588
H -4.172 -1.536 -0.563
H 2.091 -2.704 1.963
H 2.240 -3.476 -0.012
```

The LUMO energy is -0.34 eV. The charge is 0. As for the SMILES: NC(=S)c1ncn([C@@H]2O[C@H](COC=O)[C@@H](OC=O)[C@H]2OC=O)c1NC=O. The frontier orbital gap comes out at 8.455 eV. Its multiplicity is 1. As for the HOMO energy: -0.3233 Eh.

[4]
The following is a quantum chemistry calculation of C13H14N8S in the gas phase in a non-equilibrium geometry, from the Open Molecules 2025 dataset.

Geometry as XYZ:
```
36
C13H14N8S the ωB97M-V functional and the def2-TZVPD basis
C -1.453 -2.897 -0.300
N -0.239 -2.398 -0.878
C 0.015 -2.046 -2.168
N 1.231 -1.610 -2.295
N 1.819 -1.660 -1.090
C 0.938 -2.123 -0.245
S 1.161 -2.336 1.462
C 2.607 -1.263 1.670
C 2.394 0.047 0.982
N 3.471 0.681 0.570
C 3.228 1.811 -0.110
N 4.293 2.521 -0.517
N 2.017 2.283 -0.389
C 1.005 1.571 0.108
N -0.227 2.040 -0.197
C -1.482 1.521 0.098
C -1.689 0.525 1.049
C -2.970 0.067 1.299
C -4.057 0.587 0.615
C -3.854 1.583 -0.326
C -2.580 2.049 -0.582
N 1.148 0.462 0.831
H -1.212 -3.626 0.474
H -2.021 -2.078 0.148
H -2.051 -3.370 -1.077
H -0.700 -2.129 -2.961
H 3.490 -1.751 1.259
H 2.724 -1.125 2.746
H 4.142 3.271 -1.168
H 5.194 2.082 -0.457
H -0.203 2.838 -0.818
H -0.846 0.118 1.581
H -3.121 -0.699 2.047
H -5.053 0.224 0.817
H -4.693 2.000 -0.863
H -2.426 2.829 -1.315
```

The LUMO energy is 0.64 eV. The charge is 0. As for the SMILES: Cn1cnnc1SCc1nc(N)nc(Nc2ccccc2)n1. The frontier orbital gap comes out at 8.918 eV. Its multiplicity is 1. As for the HOMO energy: -0.3042 Eh.